Record 1
The following is a DFT calculation (ωB97M-V/def2-TZVPD) of C39H51MnN10O2S2Si2 as an isolated structure in a non-equilibrium geometry.

Values from the calculation:
2S+1: 5
ΔE to the lowest compared entry with this formula, charge and spin, kcal/mol: 0.0
Frontier orbital gap (alpha / beta), eV: 6.69 / 6.90
<S²>: 6.0535

Element x y z (Å)
Mn: -0.64972 0.11269 0.31573
C: -1.14252 -0.05795 4.26460
Si: -2.23320 -0.88767 2.99663
C: -3.95155 -0.14375 3.41145
C: -2.19405 -2.71854 3.49713
N: -1.91321 -0.86518 1.28483
C: -2.55839 -1.80199 0.51331
C: -3.70443 -2.54863 0.88347
C: -4.16977 -3.57754 0.07222
C: -3.52218 -3.90159 -1.12672
C: -2.41930 -3.09437 -1.47748
C: -1.97353 -2.05883 -0.72220
N: -0.99860 -1.13663 -1.10339
Si: -0.53844 -1.13586 -2.83356
C: 0.51397 -2.65175 -3.31484
C: -2.12263 -1.22104 -3.89869
C: 0.39637 0.36387 -3.44367
H: -1.76098 -0.21713 5.17156
H: -1.00982 1.02448 4.20176
H: -0.17424 -0.64227 4.28803
H: -4.67311 -0.05027 2.59474
H: -3.88509 0.87850 3.88689
H: -4.26137 -0.81411 4.16504
H: -2.08306 -3.33320 2.60972
H: -3.11499 -3.11415 3.92048
H: -1.36818 -2.87029 4.23500
H: -4.14393 -2.30456 1.86807
H: -5.04106 -4.13895 0.42450
H: -3.93906 -4.67970 -1.80024
H: -2.01330 -3.16870 -2.46067
H: 0.81279 -2.70973 -4.38507
H: 0.01399 -3.51726 -2.91754
H: 1.52098 -2.57141 -2.80736
H: -2.25244 -0.25678 -4.38592
H: -3.02225 -1.41708 -3.36326
H: -2.06717 -1.95092 -4.72222
H: 1.45288 0.35841 -3.27052
H: -0.05574 1.29010 -3.03406
H: 0.27399 0.44317 -4.54292
C: 2.41694 -2.71680 7.97294
C: 2.56608 -2.33600 6.51158
C: 3.33306 -1.26432 6.03184
C: 3.38339 -0.95843 4.70209
C: 2.69659 -1.74332 3.80658
C: 1.98372 -2.85725 4.20915
C: 1.96095 -3.11635 5.58559
S: 2.72629 -1.24979 2.06507
O: 3.84666 -0.34982 1.77951
O: 2.66981 -2.45354 1.26234
N: 1.33942 -0.43087 1.90880
C: 1.14554 0.83690 2.32466
C: 1.99662 1.69255 3.04977
C: 1.51940 2.94096 3.40227
C: 0.30842 3.42419 2.96045
C: -0.44830 2.60004 2.13662
N: -0.07133 1.33847 1.86674
H: 1.66459 -2.12893 8.47127
H: 3.41689 -2.51021 8.45242
H: 2.19605 -3.78843 8.07738
H: 3.94345 -0.63562 6.73364
H: 3.98857 -0.10276 4.48844
H: 1.34560 -3.47478 3.50876
H: 1.51367 -4.03630 5.93795
H: 2.91920 1.35789 3.51553
H: 2.18157 3.55157 4.01538
H: -0.09611 4.37511 3.27913
H: -1.45904 2.87965 1.79070
S: -4.54686 3.09651 -4.22060
C: -3.55987 2.66985 -2.84847
C: -2.45293 3.40035 -2.41435
C: -1.75240 2.98262 -1.31498
N: -1.97111 1.77141 -0.69800
C: -3.02515 1.11836 -1.11130
C: -3.87262 1.53707 -2.12641
C: -3.26056 3.82520 -5.28237
C: -2.19542 3.01581 -5.62353
C: -1.21302 3.46897 -6.49439
N: -1.29243 4.64081 -7.11150
C: -2.28079 5.42649 -6.76548
C: -3.31686 5.07749 -5.83118
H: -2.24688 4.32132 -2.90918
H: -0.99833 3.62423 -0.88072
H: -3.35658 0.18607 -0.68794
H: -4.73033 0.90012 -2.32565
H: -2.17439 2.02481 -5.19461
H: -0.39156 2.78673 -6.70454
H: -2.41426 6.42400 -7.24014
H: -4.10169 5.77248 -5.64913
C: 4.69219 0.25240 -3.67029
C: 4.98716 -0.11776 -2.22729
C: 4.37875 -1.49499 -1.81581
C: 4.59304 0.99502 -1.25049
N: 3.18572 1.21035 -1.01237
C: 2.22947 0.34715 -0.67029
N: 1.07663 0.94393 -0.67121
N: 1.30551 2.22495 -1.05977
N: 2.55227 2.41258 -1.26785
H: 5.15350 -0.42538 -4.31631
H: 5.12300 1.24871 -3.90073
H: 3.63296 0.25501 -3.89999
H: 6.06591 -0.16508 -2.08626
H: 3.34227 -1.63145 -2.14024
H: 4.52798 -1.66465 -0.77305
H: 4.88109 -2.39084 -2.37296
H: 4.95491 2.00661 -1.51386
H: 5.09586 0.86779 -0.26250
H: 2.36048 -0.70225 -0.49573

***

Record 2
The following is a DFT calculation (ωB97M-V/def2-TZVPD) of C39H52BrN5O11P2STi as an isolated structure in a non-equilibrium geometry.

Values from the calculation:
2S+1: 1
ΔE to the lowest compared entry with this formula, charge and spin, kcal/mol: 33.1
Frontier orbital gap, eV: 7.19
Charge: +2

Element x y z (Å)
Ti: 0.30658 -0.08792 0.29342
O: 0.02566 -2.57455 6.16967
C: 0.02717 -1.95546 4.98834
C: 0.09309 -0.57209 4.83332
C: 0.10300 -0.05665 3.56201
N: 0.03611 -0.80904 2.45354
C: -0.02283 -2.12982 2.63812
Br: -0.04043 -3.16229 1.06317
C: -0.04342 -2.75814 3.85340
H: 0.10509 -1.94611 6.89994
H: 0.14961 0.09095 5.68690
H: 0.16044 1.00909 3.41418
H: -0.08266 -3.83410 3.93603
C: 0.64501 1.37409 -4.41498
C: -0.79848 0.94838 -4.58368
C: -1.62156 1.89175 -5.42730
O: -1.47414 0.74318 -3.28297
P: -1.34996 1.57792 -1.96761
O: -0.08481 1.13202 -1.23395
C: -2.97167 1.18930 -1.23262
P: -2.97107 0.08395 0.19017
O: -1.54659 -0.39273 0.45546
O: -3.70691 0.59903 1.43389
C: -3.26536 1.35338 2.63180
C: -3.95315 2.69353 2.62062
C: -3.61957 0.48868 3.81645
O: -3.76631 -1.16962 -0.26634
C: -5.18892 -1.56479 -0.08081
C: -5.37660 -2.12635 1.30761
C: -6.11371 -0.42158 -0.42824
O: -1.25944 3.03533 -2.46601
C: -1.26319 4.39762 -1.89665
C: -0.66124 5.27142 -2.97013
C: -2.66704 4.81559 -1.53067
H: 1.16171 1.24575 -5.36643
H: 1.16016 0.76932 -3.66816
H: 0.71863 2.42445 -4.12968
H: -0.83649 -0.04999 -5.01502
H: -1.58175 2.90821 -5.03589
H: -2.66107 1.56728 -5.47608
H: -1.22208 1.89820 -6.44244
H: -3.53796 0.69857 -2.02224
H: -3.44533 2.12937 -0.95638
H: -2.18550 1.46207 2.55216
H: -5.03633 2.56050 2.59874
H: -3.64597 3.28552 1.76003
H: -3.69676 3.23902 3.52953
H: -4.69762 0.33100 3.87159
H: -3.30255 0.98829 4.73280
H: -3.12253 -0.48168 3.76102
H: -5.29302 -2.35630 -0.81831
H: -5.32110 -1.34091 2.06098
H: -4.62312 -2.88357 1.52456
H: -6.35868 -2.59561 1.37123
H: -6.02726 0.39667 0.28881
H: -7.14145 -0.78330 -0.39934
H: -5.92659 -0.04554 -1.43549
H: -0.60971 4.37175 -1.02646
H: -1.28827 5.26570 -3.86294
H: 0.34060 4.93700 -3.23847
H: -0.59514 6.29683 -2.60628
H: -3.31699 4.76403 -2.40737
H: -2.64319 5.85328 -1.19585
H: -3.08071 4.21055 -0.72635
C: 8.11110 2.31367 1.41233
C: 6.88034 1.45391 1.29835
C: 6.76269 0.27120 2.02016
C: 5.64175 -0.53544 1.90353
C: 4.62009 -0.14095 1.05297
C: 4.70052 1.04112 0.32832
C: 5.83239 1.82545 0.45276
S: 3.27628 -1.26464 0.95783
O: 3.74730 -2.46078 0.32686
O: 2.64889 -1.39436 2.23233
N: 2.13276 -0.54035 -0.14055
C: 2.38753 -0.96180 -1.51039
C: 3.61386 -1.04547 -2.10799
C: 3.73574 -1.58322 -3.40999
C: 2.65439 -2.08424 -4.07589
C: 1.38416 -2.05759 -3.45468
C: 0.21827 -2.63201 -4.00739
C: -0.95051 -2.60678 -3.30083
C: -0.97344 -1.98183 -2.04397
N: 0.08957 -1.42810 -1.50680
C: 1.27022 -1.47358 -2.18631
H: 8.81859 1.90496 2.13137
H: 7.85403 3.32662 1.72621
H: 8.61686 2.39112 0.44839
H: 7.56351 -0.03140 2.68321
H: 5.56654 -1.45711 2.46681
H: 3.88492 1.35330 -0.31145
H: 5.90908 2.74611 -0.11469
H: 4.50814 -0.72210 -1.59636
H: 4.71649 -1.62204 -3.86431
H: 2.75918 -2.52620 -5.05897
H: 0.26884 -3.10772 -4.97977
H: -1.85527 -3.05681 -3.68509
H: -1.88744 -1.95915 -1.46416
C: 3.12251 3.77478 2.92459
N: 1.83143 3.47565 2.29208
C: 0.86733 4.41514 2.13940
C: -0.31452 4.11762 1.56924
C: -0.53992 2.78705 1.08025
O: -1.61209 2.49514 0.51809
N: 0.43315 1.82470 1.24927
C: 1.62216 2.15495 1.90251
O: 2.46598 1.31885 2.14752
H: 3.19489 4.85139 3.04938
H: 3.93099 3.41475 2.29431
H: 3.19557 3.28151 3.89101
H: 1.10349 5.40486 2.50834
H: -1.09403 4.85509 1.46021

***

Record 3
The following is a DFT calculation (ωB97M-V/def2-TZVPD) of C39H52MoN4OP2 as an isolated structure in a non-equilibrium geometry.

Values from the calculation:
2S+1: 3
ΔE to the lowest compared entry with this formula, charge and spin, kcal/mol: 49.5
Frontier orbital gap (alpha / beta), eV: 2.83 / 2.82
Charge: +2
<S²>: 2.0286

Element x y z (Å)
Mo: -0.28988 -0.90381 -2.32824
C: -0.56366 0.16994 1.49911
C: -0.89969 0.39617 0.21599
C: -1.10878 1.77237 -0.31146
C: 0.00162 2.44686 -1.14000
C: 1.44342 2.00753 -0.91208
C: 1.89438 1.64869 0.29889
C: 1.26408 2.05765 1.60203
C: 0.19444 1.15391 2.29358
C: 1.30855 -1.49245 -0.96174
H: -0.80604 -0.76698 2.03135
H: -1.19410 -0.43184 -0.57991
H: -1.27597 2.42458 0.55518
H: -2.01450 1.80353 -0.94624
H: -0.19248 2.29494 -2.21877
H: -0.11352 3.54456 -0.95646
H: 2.03594 1.84641 -1.82301
H: 2.72955 0.95073 0.39227
H: 0.82687 3.06958 1.41175
H: 2.11139 2.12115 2.32259
H: 0.68151 0.57394 3.07141
H: -0.49056 1.84483 2.79625
H: 0.42599 -1.71572 -0.28594
H: 1.87786 -0.66539 -0.51273
H: 1.88681 -2.40018 -1.26184
P: 1.69386 -0.68599 -3.41561
P: -1.83792 0.00017 -3.57656
N: 3.07317 0.33741 -3.70585
N: 2.48205 -2.19635 -4.34032
N: -2.02642 1.46352 -4.42439
N: -3.42231 -0.64215 -3.99411
C: 0.63149 -0.28690 -4.77995
C: -0.75682 -0.91592 -4.79393
C: 4.21342 0.22128 -2.88221
C: 5.24835 0.95154 -3.46927
C: 4.77680 1.47260 -4.69834
C: 3.44838 1.04986 -4.85862
C: 2.54277 -3.45737 -3.79572
C: 3.05323 -4.32459 -4.75495
C: 3.21318 -3.59198 -5.96243
C: 2.84784 -2.27768 -5.67936
C: -2.28189 2.66963 -3.78089
C: -2.18697 3.70327 -4.70742
C: -1.82124 3.12318 -5.96182
C: -1.72412 1.75035 -5.76139
C: -4.29867 -0.07940 -4.91523
C: -5.15488 -1.07676 -5.35801
C: -4.81788 -2.28431 -4.65572
C: -3.73384 -1.99346 -3.82945
H: 1.17300 -0.73233 -5.62239
H: 0.67357 0.80284 -4.91640
H: -1.17880 -0.85394 -5.80579
H: -0.72235 -1.98830 -4.52241
H: 4.17642 -0.43908 -2.01246
H: 6.22392 1.07848 -3.02735
H: 5.34672 2.07351 -5.38107
H: 2.79363 1.18137 -5.71348
H: 2.12897 -3.63780 -2.81314
H: 3.22369 -5.37555 -4.59904
H: 3.49443 -3.97518 -6.92395
H: 2.74630 -1.46748 -6.37794
H: -2.40359 2.65848 -2.71394
H: -2.42454 4.73769 -4.50412
H: -1.70339 3.65870 -6.89908
H: -1.35795 0.99845 -6.44243
H: -4.16906 0.96428 -5.22289
H: -5.95772 -0.89963 -6.05725
H: -5.32541 -3.23360 -4.74460
H: -3.14909 -2.60999 -3.16026
C: 0.82610 2.99865 7.32291
C: -0.55212 2.31499 7.36302
C: -1.41066 2.80915 6.20031
C: -0.39831 0.81335 7.50215
C: 0.01475 0.28059 8.71136
C: 0.18210 -1.09625 8.90316
C: -0.08284 -1.99310 7.85599
C: -0.48173 -1.53888 6.61895
C: -0.86680 -2.47551 5.47696
C: -0.04255 -3.77101 5.46299
C: -2.36186 -2.78891 5.50249
C: -0.56173 -0.09414 6.37283
O: -0.68873 0.32522 5.19409
H: 1.37524 2.67788 6.42370
H: 1.41881 2.73371 8.20904
H: 0.71490 4.09162 7.29079
H: -1.05004 2.65064 8.28637
H: -0.93294 2.58927 5.24350
H: -2.39093 2.33246 6.21833
H: -1.55947 3.88968 6.29147
H: 0.20123 0.96071 9.55204
H: 0.52192 -1.47919 9.87015
H: 0.02098 -3.06734 8.02730
H: -0.65082 -1.91548 4.55437
H: -0.25706 -4.40081 6.34214
H: -0.28430 -4.33923 4.55366
H: 1.03229 -3.53794 5.43958
H: -2.94021 -1.86326 5.46925
H: -2.63902 -3.39670 4.63711
H: -2.63982 -3.33205 6.41353

***

Record 4
The following is a DFT calculation (ωB97M-V/def2-TZVPD) of C39H53Cl2N4O7P2S2W as an isolated structure.

Values from the calculation:
2S+1: 3
ΔE to the lowest compared entry with this formula, charge and spin, kcal/mol: 0.0
Frontier orbital gap (alpha / beta), eV: 5.90 / 6.73
Charge: +3
<S²>: 2.0206

Element x y z (Å)
W: -0.64932 -0.17683 0.55386
C: 3.36503 2.17555 2.62200
C: 4.22865 0.95979 2.39311
C: 4.22979 -0.03692 3.52513
O: 3.79261 0.29442 1.12247
P: 2.53445 -0.51787 0.77673
O: 1.23998 0.06375 1.35540
C: 2.60038 -2.22530 1.35487
P: 0.96650 -3.02185 1.26921
O: -0.00997 -2.12456 0.49664
O: 1.11966 -4.39322 0.57699
C: 1.55069 -4.54371 -0.84705
C: 2.76544 -5.43736 -0.84414
C: 0.37122 -5.10110 -1.60481
O: 0.43577 -3.24857 2.69306
C: 0.67989 -4.37927 3.66106
C: -0.19000 -5.54753 3.27176
C: 2.15298 -4.69423 3.75578
O: 2.48461 -0.64260 -0.76037
C: 3.57769 -0.34187 -1.74455
C: 4.63497 -1.41444 -1.64481
C: 2.89825 -0.27283 -3.08716
H: 3.75684 2.73196 3.47375
H: 2.33642 1.88697 2.84317
H: 3.38369 2.83297 1.75388
H: 5.24612 1.24664 2.13902
H: 3.21675 -0.38188 3.74436
H: 4.61688 0.44727 4.42150
H: 4.87631 -0.88760 3.30826
H: 2.96072 -2.30078 2.38073
H: 3.29520 -2.76958 0.71068
H: 1.80032 -3.53964 -1.20818
H: 2.51622 -6.41240 -0.42597
H: 3.58541 -5.00636 -0.26822
H: 3.11098 -5.58578 -1.86729
H: 0.10407 -6.08423 -1.21798
H: 0.63396 -5.20931 -2.65734
H: -0.49342 -4.44187 -1.52479
H: 0.33216 -3.92947 4.58915
H: 0.15798 -6.00924 2.34903
H: -1.22884 -5.24111 3.15630
H: -0.14492 -6.29487 4.06433
H: 2.54437 -5.07025 2.80856
H: 2.29033 -5.48108 4.49750
H: 2.73143 -3.83252 4.09042
H: 3.97156 0.63047 -1.45300
H: 4.21824 -2.39284 -1.89466
H: 5.09092 -1.44697 -0.65443
H: 5.42911 -1.20238 -2.36055
H: 2.45298 -1.23577 -3.34224
H: 3.63922 -0.03110 -3.84897
H: 2.12732 0.49529 -3.09701
Cl: -1.83637 -1.07900 2.83746
C: -1.35433 -0.56987 4.52436
Cl: 0.30036 -0.04261 4.62052
H: -1.51509 -1.45793 5.12386
H: -2.03099 0.23435 4.78785
N: -3.08836 1.75635 -0.89565
C: -2.67285 2.25788 0.28806
C: -3.13275 3.52330 0.69846
C: -2.70370 4.05987 1.87575
C: -1.80589 3.33050 2.67736
C: -1.40741 2.10787 2.24597
N: -1.83231 1.52818 1.07246
H: -3.59359 2.38930 -1.49563
H: -2.50136 1.08940 -1.36962
H: -3.77665 4.08909 0.03953
H: -3.03345 5.05000 2.16060
H: -1.42192 3.72918 3.60477
H: -0.68463 1.53549 2.81586
C: -3.35973 8.95795 -1.21627
C: -2.60378 7.66579 -1.28482
O: -2.82028 6.70261 -0.59215
S: -1.33230 7.67853 -2.55137
C: -0.77645 6.00572 -2.35870
C: -1.24840 5.01394 -3.21564
C: -0.91970 3.69187 -2.98609
C: -0.09649 3.36088 -1.90228
C: 0.44290 4.37022 -1.09533
C: 0.09638 5.68786 -1.32374
C: 0.04614 2.01192 -1.48506
C: -0.02948 0.89239 -0.98423
H: -3.65658 9.14432 -0.18632
H: -4.26166 8.85661 -1.82327
H: -2.77999 9.79393 -1.60264
H: -1.89299 5.28150 -4.04218
H: -1.30572 2.91204 -3.63026
H: 1.10144 4.10966 -0.27681
H: 0.48479 6.47460 -0.69131
S: -5.62450 -3.33454 -2.58302
C: -4.42391 -2.46807 -1.69300
C: -3.11082 -2.46680 -2.20247
C: -2.12073 -1.81023 -1.52903
N: -2.33822 -1.12891 -0.37688
C: -3.60245 -1.11488 0.10337
C: -4.64706 -1.76188 -0.50263
C: -7.08293 -3.09886 -1.58666
C: -7.38969 -4.00662 -0.58527
C: -8.54475 -3.78266 0.15563
N: -9.35704 -2.75320 -0.05550
C: -9.06168 -1.90753 -1.03641
C: -7.93266 -2.03349 -1.83780
H: -2.87698 -2.98325 -3.12403
H: -1.10507 -1.80509 -1.90254
H: -3.76715 -0.55032 1.01171
H: -5.63070 -1.71423 -0.05816
H: -6.76344 -4.86663 -0.39019
H: -8.82698 -4.46629 0.94752
H: -9.75686 -1.09210 -1.19713
H: -7.73729 -1.32927 -2.63512

***

Q: Which value of 2S+1 does entry 2 give?
A: 1